(1)
# C40H37IN2O2SSiTi

A structure of composition C40H37IN2O2SSiTi (wB97M-V/def2-TZVPD, the Open Molecules 2025 dataset).

Each line ends with the Löwdin spin population.
Element x y z (Å)
Ti -0.10 -0.37 0.08  0.934
C -0.05 0.47 7.44  0.000
C -0.94 -0.15 6.34  0.000
C -2.30 -0.55 6.94  0.000
C -0.26 -1.41 5.82  0.000
C -1.16 0.88 5.24  0.000
C -1.77 2.11 5.56  -0.001
C -1.99 3.09 4.61  0.000
C -1.61 2.83 3.29  0.000
S -1.75 3.83 1.89  0.004
C -1.04 2.55 0.94  0.010
N -0.73 1.48 1.59  0.002
C -1.03 1.61 2.95  0.000
C -0.79 0.65 3.93  0.000
C -0.82 2.66 -0.50  0.004
C -1.10 3.85 -1.17  0.000
C -0.91 3.94 -2.54  0.005
C -0.45 2.81 -3.21  0.000
C -0.18 1.64 -2.53  0.003
C -0.34 1.50 -1.14  -0.006
H 0.13 -0.26 8.23  0.000
H -0.52 1.35 7.89  0.000
H 0.91 0.77 7.02  0.000
H -2.15 -1.28 7.74  0.000
H -2.93 -0.99 6.18  0.000
H -2.82 0.31 7.37  0.000
H -0.15 -2.13 6.64  0.000
H 0.74 -1.20 5.44  0.000
H -0.84 -1.88 5.02  0.000
H -2.08 2.30 6.58  0.000
H -2.45 4.03 4.88  0.000
H -0.30 -0.27 3.64  0.000
H -1.47 4.72 -0.63  0.000
H -1.12 4.86 -3.07  0.000
H -0.30 2.85 -4.29  0.000
H 0.14 0.79 -3.12  0.000
O -2.34 -2.03 3.10  0.005
C -1.92 -1.45 2.12  0.002
O -0.71 -1.42 1.68  -0.003
C -2.90 -0.66 1.26  0.010
C -4.12 -0.22 1.81  -0.001
C -4.96 0.50 1.00  0.008
C -4.62 0.70 -0.36  0.000
C -5.47 1.36 -1.27  0.002
C -5.11 1.47 -2.59  -0.001
C -3.90 0.90 -3.05  0.002
C -3.06 0.27 -2.19  -0.002
C -3.39 0.18 -0.82  0.002
N -2.51 -0.43 0.04  0.000
H -4.33 -0.44 2.84  0.000
H -5.89 0.90 1.38  0.001
H -6.40 1.77 -0.91  0.000
H -5.76 1.98 -3.29  0.000
H -3.65 0.97 -4.10  0.000
H -2.13 -0.19 -2.52  0.000
I 2.65 -0.48 -2.45  0.002
C 1.13 -1.38 -3.55  -0.002
C 1.24 -1.34 -4.91  0.003
C 0.32 -2.04 -5.72  -0.001
C -0.63 -2.82 -5.13  0.002
C -0.73 -2.90 -3.72  0.000
C -1.64 -3.81 -3.13  0.012
C -1.68 -3.94 -1.77  0.000
C -0.93 -3.06 -0.96  0.012
C -0.10 -2.06 -1.44  -0.009
C 0.10 -2.10 -2.87  0.002
H 2.05 -0.79 -5.38  0.000
H 0.40 -1.98 -6.80  0.000
H -1.31 -3.42 -5.73  0.000
H -2.26 -4.43 -3.78  0.001
H -2.33 -4.67 -1.31  0.000
H -1.10 -3.13 0.11  0.000
C 2.42 0.43 2.98  -0.004
Si 2.35 -0.07 1.13  0.002
C 3.38 -1.68 1.19  0.004
C 3.52 1.25 0.36  -0.004
H 3.47 0.54 3.28  -0.001
H 1.98 -0.34 3.62  0.000
H 1.91 1.37 3.21  0.000
H 4.34 -1.53 1.69  0.000
H 3.57 -2.08 0.19  0.000
H 2.83 -2.44 1.75  0.000
H 4.04 1.80 1.16  0.000
H 2.99 1.98 -0.26  0.000
H 4.30 0.79 -0.26  0.000

Calculated values
Total charge ... -1
Kohn-Sham gap (spin up / spin down) ... 6.15 / 6.13 eV
Relative energy (zero: lowest compared OMol25 entry of this formula, charge and spin) ... 49.4 kJ/mol
Calculated total energy ... -3641.47522 hartree
2S+1 ... 2
LUMO (spin up / spin down) ... 0.078 / 0.077 hartree
Molar mass ... 812.7 g/mol



(2)
# C40H38BiBrI2N11O2Sb

A structure of composition C40H38BiBrI2N11O2Sb (wB97M-V/def2-TZVPD, the Open Molecules 2025 dataset).

Each line ends with the Mulliken charge.
Element x y z (Å)
Bi -0.34 -2.14 -0.25  1.730
O -1.51 -5.78 -4.52  -0.626
C -1.77 -6.45 -3.34  0.483
C -2.36 -7.75 -3.50  -0.576
C -3.01 -8.32 -2.40  -0.429
C -2.92 -7.70 -1.11  -0.527
C -2.15 -6.54 -0.91  -0.516
C -1.57 -5.92 -2.06  -0.084
C -0.62 -4.67 -1.93  1.108
O -0.46 -4.32 -0.64  -0.945
N -1.24 -3.62 -2.75  -0.486
N -0.65 -2.39 -2.51  -0.277
C -0.97 -1.44 -3.42  -0.434
C 0.02 -0.38 -3.61  0.215
Br 0.46 0.79 -2.11  -0.173
C 0.70 -0.10 -4.74  -0.710
C 0.80 -0.89 -5.92  0.842
C 1.88 -0.87 -6.79  -0.504
C 2.03 -1.80 -7.83  -0.425
C 0.95 -2.56 -8.22  -0.480
C -0.19 -2.59 -7.40  -0.439
C -0.31 -1.75 -6.33  -0.177
H -1.31 -4.85 -4.28  0.426
H -2.22 -8.29 -4.44  0.395
H -3.75 -9.09 -2.56  0.364
H -3.52 -8.13 -0.26  0.309
H -2.07 -6.04 0.06  0.323
H 0.42 -4.82 -2.33  0.202
H -2.21 -3.59 -2.57  0.389
H -1.88 -1.64 -4.02  0.592
H 1.44 0.76 -4.68  0.340
H 2.69 -0.16 -6.69  0.332
H 3.04 -1.88 -8.29  0.320
H 1.01 -3.27 -9.04  0.356
H -1.04 -3.26 -7.70  0.328
H -1.32 -1.63 -5.80  0.176
N -3.07 -0.47 1.95  0.163
C -3.61 -1.33 1.02  0.027
N -4.88 -1.72 0.98  -0.348
N -5.02 -2.42 -0.15  -0.668
N -3.91 -2.51 -0.79  -0.326
N -2.95 -1.89 -0.15  0.289
C -1.88 -0.65 2.67  0.037
N -1.85 -0.37 3.97  -0.415
N -0.55 -0.50 4.33  -0.371
N 0.14 -0.77 3.28  -0.305
N -0.65 -0.84 2.19  0.093
H -3.76 -0.07 2.50  0.250
I 2.73 -2.69 0.18  0.190
C 3.50 -4.69 -0.50  -0.875
I 4.50 -5.90 1.01  0.130
H 4.22 -4.41 -1.27  0.437
H 2.69 -5.32 -0.85  0.288
C 2.94 0.95 4.70  -1.331
C 2.98 2.45 5.08  0.483
C 3.92 2.91 6.00  -0.719
C 4.02 4.22 6.31  -0.472
C 3.12 5.12 5.80  -0.816
C 2.32 4.70 4.75  -0.072
C 2.21 3.41 4.33  0.122
Sb 1.15 2.86 2.57  1.182
C 1.20 4.77 1.42  0.499
C 0.37 5.92 1.70  -0.637
C 0.73 7.17 1.22  -0.684
C 1.84 7.23 0.41  -0.519
C 2.47 6.11 -0.13  -0.670
C 2.20 4.83 0.45  0.825
C 2.83 3.50 -0.04  -1.819
C -1.00 3.34 3.02  0.563
C -1.29 3.54 4.38  -0.348
C -2.57 3.38 4.84  -0.597
C -3.62 3.09 3.96  -0.825
C -3.34 2.99 2.61  -0.806
C -2.03 3.19 2.13  0.867
C -1.84 3.25 0.63  -1.257
H 3.60 0.33 5.35  0.376
H 3.44 0.69 3.78  0.341
H 1.91 0.55 4.65  0.242
H 4.41 2.11 6.51  0.384
H 4.85 4.55 6.99  0.291
H 3.04 6.15 6.19  0.385
H 1.57 5.44 4.37  0.246
H -0.51 5.73 2.24  0.497
H 0.25 8.08 1.58  0.369
H 2.23 8.23 0.33  0.353
H 3.27 6.14 -0.94  0.257
H 3.56 3.85 -0.75  0.479
H 2.08 2.85 -0.45  0.374
H 3.36 3.01 0.77  0.370
H -0.50 3.86 5.12  0.199
H -2.75 3.43 5.91  0.381
H -4.66 3.12 4.28  0.380
H -4.05 2.94 1.83  0.418
H -1.12 3.94 0.16  0.227
H -2.83 3.47 0.12  0.365
H -1.50 2.23 0.31  0.076

Calculated values
Kohn-Sham gap ... 5.14 eV
Relative energy (zero: lowest compared OMol25 entry of this formula, charge and spin) ... 701.6 kJ/mol
Calculated total energy ... -5923.74787 hartree
LUMO ... -0.102 hartree
Molar mass ... 1369.3 g/mol



(3)
# C40H38Br4N6O12

A cluster of 8 separate species, C40H38Br4N6O12 in total (wB97M-V/def2-TZVPD, the Open Molecules 2025 dataset).

Each line ends with the Mulliken charge.
Element x y z (Å)
Br -1.63 -1.82 -0.85  -0.125
C -0.99 -0.17 -1.73  -0.623
C 0.45 -0.14 -2.22  -0.479
Br 0.55 -0.80 -4.07  -0.166
H -1.08 0.57 -0.93  0.338
H -1.73 0.20 -2.43  0.396
H 0.96 -0.89 -1.61  0.319
H 0.92 0.85 -2.18  0.343
Br -6.12 0.09 -6.48  -0.140
C -5.47 -1.24 -5.23  -0.573
C -5.81 -2.61 -5.78  -0.623
Br -5.40 -4.01 -4.45  -0.170
H -6.09 -0.93 -4.38  0.343
H -4.42 -1.26 -4.95  0.379
H -5.14 -2.73 -6.63  0.371
H -6.84 -2.70 -6.11  0.411
C 1.15 -6.17 2.46  -0.342
C 1.39 -4.85 2.93  -0.512
C 1.60 -4.61 4.28  -0.286
C 1.52 -5.69 5.18  -0.004
C 1.18 -7.00 4.69  -0.283
C 1.01 -7.24 3.35  -0.482
N 1.70 -5.40 6.64  0.914
O 1.54 -6.34 7.44  -0.567
O 2.07 -4.26 7.03  -0.562
H 1.02 -6.46 1.43  0.404
H 1.38 -3.99 2.29  0.419
H 1.86 -3.61 4.59  0.494
H 1.13 -7.78 5.43  0.415
H 0.83 -8.23 2.97  0.389
C 6.55 2.02 6.53  -0.375
C 6.36 0.78 5.94  -0.469
C 5.39 0.71 4.94  -0.301
C 4.71 1.86 4.49  0.144
C 5.06 3.19 5.02  -0.224
C 6.00 3.21 6.01  -0.449
N 3.60 1.86 3.42  0.920
O 3.08 2.94 3.09  -0.551
O 3.19 0.75 2.97  -0.567
H 7.29 1.95 7.32  0.333
H 6.78 -0.13 6.33  0.368
H 5.21 -0.23 4.43  0.419
H 4.62 4.15 4.79  0.410
H 6.15 4.16 6.50  0.340
C -4.33 8.64 -7.19  -0.259
C -5.13 7.52 -7.20  -0.523
C -4.94 6.58 -6.18  -0.230
C -3.93 6.76 -5.18  0.022
C -3.14 7.92 -5.20  -0.223
C -3.30 8.82 -6.22  -0.520
N -3.60 5.62 -4.28  0.993
O -4.11 4.54 -4.51  -0.576
O -2.76 5.83 -3.42  -0.595
H -4.52 9.38 -7.95  0.350
H -5.91 7.47 -7.94  0.373
H -5.57 5.71 -6.25  0.388
H -2.41 8.08 -4.42  0.442
H -2.68 9.69 -6.36  0.357
C -0.69 -7.90 -2.97  -0.381
C -1.70 -8.81 -2.71  -0.599
C -1.38 -10.15 -2.82  -0.044
C -0.17 -10.61 -3.28  -0.076
C 0.89 -9.65 -3.48  -0.229
C 0.63 -8.32 -3.26  -0.490
N -0.01 -12.06 -3.53  0.945
O 1.05 -12.46 -3.93  -0.573
O -0.97 -12.84 -3.30  -0.582
H -0.82 -6.83 -2.88  0.406
H -2.70 -8.49 -2.45  0.413
H -2.19 -10.85 -2.71  0.398
H 1.87 -9.97 -3.78  0.421
H 1.47 -7.65 -3.34  0.391
C 2.67 4.65 -3.60  -0.337
C 3.45 3.70 -4.21  -0.622
C 4.71 3.36 -3.58  -0.268
C 5.08 4.06 -2.38  0.177
C 4.16 5.04 -1.84  -0.201
C 2.99 5.27 -2.42  -0.514
N 6.35 3.78 -1.73  0.893
O 7.30 3.40 -2.41  -0.555
O 6.42 4.00 -0.53  -0.552
H 1.74 4.86 -4.09  0.380
H 3.19 3.22 -5.14  0.427
H 5.44 2.71 -4.03  0.437
H 4.37 5.65 -0.97  0.368
H 2.24 5.81 -1.87  0.369
C -3.55 4.49 8.20  -0.229
C -4.28 4.60 7.03  -0.510
C -3.91 3.91 5.87  -0.228
C -3.00 2.83 5.92  0.065
C -2.43 2.59 7.19  -0.253
C -2.53 3.41 8.29  -0.548
N -2.73 1.93 4.75  0.917
O -1.95 1.00 4.81  -0.549
O -3.35 2.25 3.69  -0.578
H -3.75 5.13 9.05  0.372
H -5.04 5.37 7.03  0.344
H -4.37 4.01 4.89  0.444
H -1.71 1.79 7.20  0.377
H -2.00 3.19 9.21  0.375

Calculated values
Kohn-Sham gap ... 9.28 eV
Relative energy (zero: lowest compared OMol25 entry of this formula, charge and spin) ... 317.8 kJ/mol
Calculated total energy ... -13073.83141 hartree
SMILES string ... O=[N+]([O-])c1ccccc1.O=[N+]([O-])c1ccccc1.O=[N+]([O-])c1ccccc1.O=[N+]([O-])c1ccccc1.O=[N+]([O-])c1ccccc1.O=[N+]([O-])c1ccccc1.BrCCBr.BrCCBr
LUMO ... -0.025 hartree
Molar mass ... 1114.4 g/mol



(4)
# C40H38ClPRuSb2Se2

A structure of composition C40H38ClPRuSb2Se2 (wB97M-V/def2-TZVPD, the Open Molecules 2025 dataset).

Each line ends with the Löwdin spin population.
Element x y z (Å)
Ru -0.44 -1.18 0.52  0.940
Se 0.73 -2.94 -0.75  0.052
P 2.38 -2.73 0.66  0.003
Se 1.70 -1.04 1.88  -0.015
C 2.61 -4.19 1.69  0.003
C 1.77 -5.29 1.59  0.002
C 1.98 -6.39 2.41  0.000
C 3.02 -6.38 3.33  0.000
C 3.86 -5.28 3.43  0.000
C 3.66 -4.18 2.61  0.000
C 3.98 -2.41 -0.12  0.000
C 4.78 -1.36 0.29  0.000
C 6.02 -1.17 -0.31  0.000
C 6.44 -2.03 -1.31  0.000
C 5.64 -3.08 -1.72  0.000
C 4.40 -3.28 -1.13  0.000
H 0.96 -5.29 0.87  0.003
H 1.33 -7.25 2.33  0.000
H 3.18 -7.24 3.97  0.000
H 4.67 -5.28 4.14  0.000
H 4.32 -3.32 2.68  0.000
H 4.43 -0.67 1.05  0.000
H 6.65 -0.35 0.01  0.000
H 7.41 -1.88 -1.77  0.000
H 5.97 -3.75 -2.50  0.000
H 3.77 -4.10 -1.44  0.000
C -1.01 1.27 2.79  -0.002
C -2.50 1.49 2.36  0.000
C -3.26 0.50 1.45  -0.002
Sb -2.48 -0.08 -0.52  -0.012
C -2.53 1.61 -1.78  -0.001
C -1.37 2.04 -2.42  0.001
C -1.42 3.15 -3.26  0.000
C -2.62 3.81 -3.46  0.000
C -3.78 3.37 -2.84  0.000
C -3.74 2.26 -2.01  0.000
C -4.04 -1.21 -1.37  -0.004
C -3.77 -1.94 -2.52  0.000
C -4.78 -2.69 -3.12  0.000
C -6.05 -2.71 -2.57  0.000
C -6.32 -1.99 -1.41  0.000
C -5.32 -1.24 -0.81  -0.001
Sb -0.03 1.54 0.90  0.010
C 1.89 2.03 0.06  0.003
C 2.45 1.05 -0.76  0.003
C 3.54 1.33 -1.56  0.000
C 4.11 2.60 -1.54  0.001
C 3.55 3.58 -0.74  0.000
C 2.44 3.31 0.04  0.001
C -0.69 3.60 0.91  0.004
C -0.03 4.29 1.92  0.001
C -0.34 5.62 2.19  0.000
C -1.32 6.27 1.45  0.000
C -1.99 5.57 0.46  0.000
C -1.68 4.24 0.19  0.000
H -0.82 0.26 3.14  0.001
H -0.78 2.00 3.57  0.000
H -2.59 2.49 1.94  0.000
H -3.09 1.54 3.29  0.000
H -4.27 0.90 1.34  0.000
H -3.36 -0.47 1.95  0.000
H -0.43 1.53 -2.27  0.001
H -0.52 3.49 -3.75  0.000
H -2.66 4.68 -4.11  0.000
H -4.72 3.88 -3.01  0.000
H -4.65 1.91 -1.54  0.000
H -2.78 -1.94 -2.96  0.000
H -4.57 -3.25 -4.02  0.000
H -6.84 -3.29 -3.03  0.000
H -7.31 -2.00 -0.98  0.000
H -5.54 -0.68 0.09  0.000
H 2.02 0.06 -0.81  0.001
H 3.96 0.56 -2.19  0.000
H 4.97 2.83 -2.16  0.000
H 3.97 4.58 -0.73  0.000
H 2.01 4.11 0.63  0.000
H 0.73 3.81 2.53  0.000
H 0.19 6.15 2.98  0.000
H -1.57 7.30 1.66  0.000
H -2.77 6.06 -0.12  0.000
H -2.23 3.73 -0.59  0.000
Cl -1.68 -2.50 2.64  0.020
C -1.98 -2.52 0.87  -0.014
H -3.03 -2.28 0.76  -0.001
H -1.79 -3.52 0.50  0.003

Calculated values
Total charge ... +1
Kohn-Sham gap (spin up / spin down) ... 7.11 / 7.21 eV
Relative energy (zero: lowest compared OMol25 entry of this formula, charge and spin) ... 0.0 kJ/mol
Calculated total energy ... -7726.57548 hartree
2S+1 ... 2
LUMO (spin up / spin down) ... -0.118 / -0.115 hartree
Molar mass ... 1087.7 g/mol



(5)
# C40H38FN6O12

A cluster of 6 separate species, C40H38FN6O12 in total (wB97M-V/def2-TZVPD, the Open Molecules 2025 dataset).

Each line ends with the Mulliken charge.
Element x y z (Å)
C 2.17 2.44 -0.63  -1.420
C 0.96 3.45 -0.62  -0.073
C -0.12 3.18 -1.73  -0.113
F -0.27 1.80 -2.01  -0.304
C -1.51 3.73 -1.22  0.517
C -2.58 2.75 -0.96  -0.659
C -3.88 3.22 -0.48  1.018
C -5.09 2.30 -0.21  -0.093
O -5.54 1.64 -1.10  -0.391
O -5.62 2.21 1.09  -0.410
C -4.05 4.68 -0.24  -0.709
C -2.93 5.53 -0.54  -0.276
N -1.71 5.07 -1.03  0.145
C -0.69 6.12 -1.31  -1.196
H 2.83 2.72 0.23  0.421
H 2.78 2.55 -1.57  0.399
H 1.86 1.37 -0.44  0.327
H 0.44 3.36 0.38  0.399
H 1.39 4.49 -0.65  0.086
H 0.12 3.65 -2.73  0.371
H -2.45 1.66 -1.14  0.617
H -6.41 2.79 1.13  0.357
H -4.98 5.14 0.15  0.372
H -3.06 6.63 -0.38  0.413
H 0.24 5.74 -1.78  0.410
H -1.18 6.85 -2.03  0.374
H -0.54 6.69 -0.36  0.434
C 4.34 -3.44 -2.25  -0.720
C 5.54 -2.83 -1.93  -0.405
C 5.67 -1.45 -2.00  -0.492
C 4.57 -0.69 -2.39  0.159
C 3.37 -1.29 -2.72  -0.461
C 3.25 -2.67 -2.65  -0.593
N 4.69 0.77 -2.44  1.085
O 5.76 1.27 -2.16  -0.624
O 3.69 1.41 -2.76  -0.682
H 4.24 -4.51 -2.19  0.431
H 6.39 -3.43 -1.61  0.390
H 6.61 -0.98 -1.74  0.453
H 2.51 -0.70 -3.04  0.523
H 2.31 -3.14 -2.91  0.963
C -3.43 -2.64 -1.07  -0.465
C -3.78 -2.99 -2.37  -0.547
C -2.79 -3.38 -3.27  -0.522
C -1.47 -3.42 -2.85  0.073
C -1.11 -3.06 -1.56  -0.420
C -2.10 -2.67 -0.66  -0.362
N -0.43 -3.85 -3.79  1.074
O -0.77 -4.14 -4.92  -0.601
O 0.72 -3.90 -3.38  -0.690
H -4.20 -2.34 -0.37  0.435
H -4.81 -2.97 -2.68  0.409
H -3.07 -3.66 -4.28  0.491
H -0.08 -3.08 -1.23  0.609
H -1.84 -2.39 0.35  0.531
C -3.97 -1.60 5.91  -0.405
C -4.32 -1.96 4.61  -0.651
C -3.34 -2.34 3.71  -0.098
C -2.02 -2.38 4.12  0.071
C -1.66 -2.02 5.41  -0.456
C -2.64 -1.63 6.31  -0.493
N -0.98 -2.81 3.18  1.054
O -1.33 -3.10 2.04  -0.598
O 0.17 -2.86 3.58  -0.596
H -4.74 -1.31 6.62  0.395
H -5.36 -1.93 4.31  0.391
H -3.63 -2.61 2.70  0.499
H -0.62 -2.04 5.74  0.457
H -2.37 -1.36 7.32  0.384
C 5.40 6.68 -2.13  -0.490
C 4.85 6.19 -0.95  -0.507
C 3.76 6.82 -0.38  -0.165
C 3.22 7.94 -1.00  0.016
C 3.77 8.45 -2.17  -0.404
C 4.87 7.81 -2.73  -0.445
N 2.05 8.60 -0.41  1.046
O 1.60 8.14 0.63  -0.612
O 1.59 9.56 -0.99  -0.600
H 6.26 6.18 -2.58  0.403
H 5.27 5.30 -0.49  0.425
H 3.33 6.42 0.53  0.486
H 3.36 9.33 -2.65  0.459
H 5.31 8.20 -3.65  0.392
C -0.46 -6.14 2.33  -0.310
C -1.20 -6.92 1.45  -0.506
C -1.47 -8.25 1.74  -0.355
C -1.00 -8.79 2.93  -0.025
C -0.25 -8.03 3.82  -0.290
C 0.02 -6.70 3.51  -0.540
N -1.31 -10.18 3.26  0.999
O -1.95 -10.83 2.45  -0.597
O -0.90 -10.62 4.32  -0.598
H -0.26 -5.11 2.10  0.466
H -1.57 -6.48 0.53  0.445
H -2.05 -8.84 1.05  0.444
H 0.12 -8.45 4.74  0.445
H 0.60 -6.09 4.20  0.407

Calculated values
Total charge ... +1
Kohn-Sham gap ... 6.57 eV
Calculated total energy ... -2877.57792 hartree
LUMO ... -0.171 hartree
Molar mass ... 813.8 g/mol